Record 1
Density functional theory data (ωB97M-V/def2-TZVPD) for a single C4H4N2O2 molecule.

Geometry as XYZ:
```
12
Properties=species:S:1:pos:R:3:nbo_charge:R:1
O -1.357 -1.448 -0.904 -0.53
O -0.177 0.509 -1.239 -0.49
N -2.678 0.120 1.331 -0.27
N 1.975 0.321 0.499 -0.80
C 0.649 0.451 0.863 0.07
C -0.897 -0.598 -1.620 0.64
C -0.473 0.543 0.228 0.02
C -1.619 0.269 0.933 0.23
H 0.715 0.789 1.897 0.20
H -0.624 -0.691 -2.823 0.13
H 2.485 -0.460 1.329 0.42
H 2.002 0.195 -0.494 0.39
```

Values from the calculation:
HOMO level, eV: -9.34
LUMO, eV: 0.18
Multiplicity: 1
Kohn-Sham gap, eV: 9.515
SMILES: N#C/C(=C/N)OC=O

Record 2
Density functional theory data (ωB97M-V/def2-TZVPD) for a molecular structure, C4H4N2O2.

Geometry as XYZ:
```
12
Properties=species:S:1:pos:R:3:nbo_charge:R:1
O -1.123 1.951 -0.127 -0.53
O 1.442 -1.034 -0.122 -0.31
N 0.174 -1.482 -0.282 -0.18
N -2.084 -0.973 0.368 -0.77
C -0.371 1.025 -0.093 0.50
C 1.100 1.132 0.086 -0.42
C -0.748 -0.611 -0.030 0.27
C 1.864 0.112 0.219 0.18
H 2.955 -0.110 0.340 0.23
H -2.694 -0.256 -0.630 0.40
H -2.014 -2.021 0.276 0.39
H 1.506 2.294 0.315 0.24
```

Values from the calculation:
HOMO level, eV: -9.35
LUMO, eV: 0.37
Multiplicity: 1
Kohn-Sham gap, eV: 9.716

Record 3
Density functional theory data (ωB97M-V/def2-TZVPD) for a single C4H4N2O2 molecule.

Geometry as XYZ:
```
12
Properties=species:S:1:pos:R:3:nbo_charge:R:1
O -0.184 1.679 -0.333 -0.54
O 3.377 0.524 0.145 -0.56
N 0.107 -0.590 -0.205 -0.46
N 1.457 -0.598 -0.449 -0.47
C 2.259 0.109 0.470 0.53
C -3.238 -0.019 0.228 -0.13
C -2.059 0.288 0.150 -0.14
C -0.659 0.583 -0.182 0.60
H -4.245 -0.373 0.266 0.24
H 1.710 -0.301 -1.413 0.39
H -0.293 -1.494 -0.134 0.40
H 1.769 0.192 1.455 0.13
```

Values from the calculation:
HOMO level, eV: -10.44
LUMO, eV: 0.34
Multiplicity: 1
Kohn-Sham gap, eV: 10.771
SMILES: C#CC(=O)NNC=O

Record 4
Density functional theory data (ωB97M-V/def2-TZVPD) for a single C4H4N2O2 molecule.

Geometry as XYZ:
```
12
Properties=species:S:1:pos:R:3:nbo_charge:R:1
O -0.763 0.880 -1.766 -0.52
O 0.367 -0.156 2.502 -0.56
N -0.484 1.043 0.795 -0.34
N -0.376 -0.358 1.294 0.03
C 0.036 -0.448 -2.215 -0.13
C 0.914 -0.274 -0.852 -0.21
C 0.461 -1.219 0.332 0.06
C 0.044 0.873 -0.465 0.49
H -0.162 -0.576 3.308 0.48
H 0.671 -0.184 -3.274 0.24
H -0.961 -1.282 -2.139 0.25
H 0.905 -2.134 0.797 0.23
```

Values from the calculation:
HOMO level, eV: -8.98
LUMO, eV: -1.31
Multiplicity: 1
Kohn-Sham gap, eV: 7.678
SMILES: On1cc2c(n1)OC2

Record 5
Density functional theory data (ωB97M-V/def2-TZVPD) for a single C4H4N2O2 molecule.

Geometry as XYZ:
```
12
Properties=species:S:1:pos:R:3:nbo_charge:R:1
O -2.528 -0.855 -0.070 -0.52
O 0.075 -2.229 0.092 -0.50
N -0.187 -0.922 -0.118 -0.15
N 2.015 -0.333 -0.105 -0.68
C 0.117 1.311 0.059 -0.20
C -1.423 -0.330 -0.021 0.61
C -1.205 1.143 -0.116 -0.25
C 0.766 -0.009 -0.087 0.37
H 2.633 0.510 -0.044 0.36
H 0.943 -2.447 -0.051 0.50
H 0.633 2.218 0.295 0.23
H -1.838 1.942 0.165 0.24
```

Values from the calculation:
HOMO level, eV: -9.59
LUMO, eV: -0.67
Multiplicity: 1
Kohn-Sham gap, eV: 8.919
SMILES: [H]/N=C1\C=CC(=O)N1O

Record 6
Density functional theory data (ωB97M-V/def2-TZVPD) for a single C4H4N2O2 molecule.

Geometry as XYZ:
```
12
Properties=species:S:1:pos:R:3:nbo_charge:R:1
O 1.793 -0.709 -0.131 -0.45
O -1.684 -1.366 0.091 -0.66
N 0.723 1.385 0.227 -0.49
N -1.714 1.202 -0.108 -0.71
C -0.535 0.730 -0.023 0.36
C 0.668 -1.445 0.024 0.06
C 1.743 0.671 -0.026 0.43
C -0.472 -0.755 0.044 0.17
H -1.833 2.277 -0.144 0.38
H -2.243 -0.606 -0.150 0.51
H 0.863 -2.521 0.122 0.22
H 2.692 1.136 0.074 0.19
```

Values from the calculation:
HOMO level, eV: -8.86
LUMO, eV: 0.59
Multiplicity: 1
Kohn-Sham gap, eV: 9.458
SMILES: [H]/N=c1\ncocc1O

Record 7
Density functional theory data (ωB97M-V/def2-TZVPD) for a single C4H4N2O2 molecule.

Geometry as XYZ:
```
12
Properties=species:S:1:pos:R:3:nbo_charge:R:1
O -2.893 -1.343 0.041 -0.42
O 2.198 -0.985 -0.390 -0.70
N -2.094 0.812 -0.209 -0.39
N -0.586 -1.004 0.055 -0.48
C 0.065 0.123 0.086 0.24
C -1.947 -0.637 -0.130 0.71
C 1.573 0.097 0.265 -0.12
C -0.840 1.262 -0.157 0.04
H -0.646 2.320 -0.270 0.22
H 1.718 -0.106 1.338 0.21
H 1.481 -1.611 -0.580 0.49
H 1.972 1.073 -0.050 0.19
```

Values from the calculation:
HOMO level, eV: -10.98
LUMO, eV: -2.08
Multiplicity: 1
Kohn-Sham gap, eV: 8.896
SMILES: O=C1N=CC(CO)=N1

Record 8
Density functional theory data (ωB97M-V/def2-TZVPD) for a single C4H4N2O2 molecule.

Geometry as XYZ:
```
12
Properties=species:S:1:pos:R:3:nbo_charge:R:1
O -1.557 -0.959 0.594 -0.44
O -0.149 1.770 -1.380 -0.65
N 2.075 0.659 -0.157 -0.68
N 0.785 -1.118 0.796 -0.52
C 0.956 0.055 -0.004 0.33
C -0.245 0.683 -0.569 0.19
C -0.432 -1.466 1.105 0.44
C -1.434 0.149 -0.249 0.05
H 2.726 0.110 0.493 0.36
H -0.613 -2.377 1.626 0.19
H 0.860 1.909 -1.406 0.52
H -2.420 0.550 -0.601 0.22
```

Values from the calculation:
HOMO level, eV: -9.02
LUMO, eV: 0.61
Multiplicity: 1
Kohn-Sham gap, eV: 9.634
SMILES: [H]/N=c1\ncocc1O

Record 9
Density functional theory data (ωB97M-V/def2-TZVPD) for 2 unconnected molecules or ions with the total composition C4H4N2O2.

Geometry as XYZ:
```
12
Properties=species:S:1:pos:R:3:nbo_charge:R:1
O -1.381 -1.153 1.210 -0.53
O -1.644 0.314 -0.441 -0.51
N -0.934 -0.616 0.002 0.36
N 2.580 0.079 1.452 -0.26
C 0.109 -1.186 -0.460 -0.23
C 1.059 1.376 -0.125 -0.18
C 0.246 2.036 -0.751 -0.06
C 1.915 0.612 0.708 0.22
H 0.440 -2.159 -0.166 0.24
H 0.512 -0.561 -1.214 0.22
H -0.564 2.175 -1.381 0.25
H -2.337 -0.916 1.165 0.49
```

Values from the calculation:
HOMO level, eV: -9.73
LUMO, eV: 0.27
Multiplicity: 1
Kohn-Sham gap, eV: 9.994
SMILES: C=[N+]([O-])O.C#CC#N

Record 10
Density functional theory data (ωB97M-V/def2-TZVPD) for a molecular structure, C4H4N2O2S.

Geometry as XYZ:
```
13
Properties=species:S:1:pos:R:3:nbo_charge:R:1
S -2.351 -1.385 -0.044 0.70
O 1.966 -2.167 -0.132 -0.55
O 2.206 0.062 0.043 -0.70
N -0.090 1.707 -0.155 -0.79
N -0.775 -1.895 0.056 -0.52
C -0.019 -0.795 0.020 -0.02
C -0.685 0.498 -0.067 0.13
C -2.037 0.242 -0.011 -0.53
C 1.454 -1.087 -0.057 0.76
H 0.812 1.770 0.352 0.40
H 3.090 -0.321 0.022 0.50
H -0.667 2.494 0.040 0.38
H -2.904 0.880 -0.067 0.24
```

Values from the calculation:
HOMO level, eV: -8.54
LUMO, eV: 0.27
Multiplicity: 1
Kohn-Sham gap, eV: 8.808

Record 11
Density functional theory data (ωB97M-V/def2-TZVPD) for a single C4H4N2O3 molecule.

Geometry as XYZ:
```
13
Properties=species:S:1:pos:R:3:nbo_charge:R:1
O 0.140 -0.835 1.928 -0.01
O 0.867 0.544 -1.071 -0.50
O 1.554 -0.139 0.963 -0.53
N 2.952 0.989 -0.447 -0.74
N -1.023 -1.080 1.648 0.16
C -0.458 0.378 -1.127 0.26
C -1.915 -0.922 0.722 -0.02
C 1.891 0.420 -0.110 0.79
C -1.505 -0.167 -0.500 -0.43
H -2.915 -1.234 0.905 0.25
H -2.335 0.236 -1.126 0.24
H -0.781 0.716 -2.090 0.19
H 3.529 1.094 0.307 0.35
```

Values from the calculation:
HOMO level (alpha / beta), eV: -9.00 / -8.98
LUMO (alpha / beta), eV: -2.36 / -2.44
Multiplicity: 1
Kohn-Sham gap (alpha / beta), eV: 6.640 / 6.540

Record 12
Density functional theory data (ωB97M-V/def2-TZVPD) for a single C4H4N2O3 molecule.

Geometry as XYZ:
```
13
Properties=species:S:1:pos:R:3:nbo_charge:R:1
O 2.883 -0.059 -0.025 -0.65
O 1.137 2.200 -0.034 -0.55
O -0.595 -0.861 -0.067 -0.47
N -1.088 1.382 -0.052 -0.59
N -2.836 -0.146 -0.022 -0.80
C 0.326 1.265 -0.063 0.58
C -1.524 0.144 -0.085 0.71
C 0.673 -0.170 -0.078 0.06
C 1.819 -0.869 -0.066 0.17
H -3.425 0.617 0.231 0.42
H 2.048 -1.918 0.013 0.20
H 3.748 -0.458 0.199 0.49
H -3.164 -1.126 0.051 0.41
```

Values from the calculation:
HOMO level, eV: -9.01
LUMO, eV: 0.47
Multiplicity: 1
Kohn-Sham gap, eV: 9.479
SMILES: NC1=NC(=O)/C(=C\O)O1

It is found that the DFT total energy values, taken in the order of the records, are -11284.169 -11282.566 -11285.293 -11277.436 -11285.151 -11286.496 -11286.263 -11286.725 -11281.155 -22123.255 -13327.872 -13334.626 eV.
It is found that the energy relative to the best compared isomer or geometry (same formula, charge and spin) values, taken in the order of the records, are 100.8 137.7 74.9 256.1 78.2 47.1 52.5 41.9 170.3 9.0 184.2 28.5 kcal per mole.